A 3-piece molecular cluster, C4H14O2S2 overall, computed with ωB97M-V/def2-TZVPD.

Each line ends with the natural charge from an NBO analysis.
Geometry (Å):
H  2.8540  1.7938  -1.2132  0.223
H  0.3618  1.6189  0.4069  0.206
H  -1.8155  -2.2894  -1.4382  0.220
H  1.4079  3.1067  0.1476  0.214
H  -1.3916  -2.6906  0.7119  0.191
S  1.8336  -0.3683  -1.2771  0.048
O  0.2841  0.4353  2.3585  -0.938
H  -1.2869  0.1347  1.7515  0.481
C  0.8275  2.2409  -0.3107  -0.638
H  0.1834  -3.0632  -0.3434  0.211
C  -0.4654  -2.2386  0.0552  -0.607
H  0.9549  0.1196  1.8227  0.495
H  -0.0480  2.5857  -0.9593  0.222
S  0.2827  -1.2066  -2.3787  0.071
H  -1.8801  -0.8123  -0.6847  0.268
C  -1.1084  -1.5925  -1.1383  -0.556
C  1.8007  1.5083  -1.3257  -0.528
O  -2.0313  -0.0909  1.2172  -0.954
H  0.0429  -1.6377  0.8090  0.204
H  1.4355  1.8784  -2.3612  0.229
H  -2.4269  -0.7428  1.7018  0.457
H  0.1850  1.3105  2.4483  0.480

- ΔE to the lowest compared entry with this formula, charge and spin: 191.90 kJ/mol
- LUMO level: 0.5 eV
- SMILES: CCSSCC.O.O

=====

A 4-piece molecular cluster, C4H14O3 overall, computed with ωB97M-V/def2-TZVPD.

Each line ends with the natural charge from an NBO analysis.
Geometry (Å):
H  2.2112  0.8190  4.6451  0.468
C  -2.0237  1.0260  -1.8166  -0.451
C  -0.0804  -0.1943  -2.7634  -0.651
H  2.1899  -1.8557  0.2744  0.468
O  0.6291  2.2637  2.2304  -0.943
C  -1.7319  -1.4077  -1.1452  -0.659
H  -1.0820  -2.1918  -1.5053  0.210
H  2.9636  -0.3042  5.2552  0.460
C  -1.2993  -0.1006  -1.7862  0.066
H  -2.7908  -1.5807  -1.3576  0.222
O  1.4750  -1.3299  0.6540  -0.931
H  -1.7232  -1.3179  -0.0526  0.234
H  1.1486  1.6239  1.7709  0.467
H  -1.9794  1.7017  -2.6719  0.186
O  2.0653  0.0327  5.2040  -0.928
H  0.5131  -0.9699  -2.2868  0.213
H  1.9311  -0.8690  1.3891  0.465
H  -2.8314  1.3398  -1.1797  0.193
H  0.5508  3.0530  1.6751  0.476
H  -0.3907  -0.5722  -3.7228  0.212
H  0.2550  0.8342  -2.8100  0.223

- ΔE to the lowest compared entry with this formula, charge and spin: 184.61 kJ/mol
- LUMO level: 0.3 eV
- SMILES: C=C(C)C.O.O.O

=====

A 4-piece molecular cluster, C4H14O3 overall, computed with ωB97M-V/def2-TZVPD.

Each line ends with the natural charge from an NBO analysis.
Geometry (Å):
O  -1.5402  0.0328  -1.3933  -0.964
H  -1.0211  -1.3952  1.8582  0.185
H  0.1839  0.3867  -2.0598  0.503
H  -1.3695  0.5969  -0.6408  0.500
H  0.2604  -2.4491  -1.0460  0.214
H  1.6375  -0.7577  0.5121  0.192
C  -0.1384  -0.8109  1.6103  -0.189
O  -0.3285  2.3858  -0.1465  -0.979
H  1.0170  0.9056  2.1993  0.212
H  0.3172  2.0432  -0.7754  0.500
H  -0.7216  1.1759  2.1730  0.222
H  -0.2852  -3.1638  0.4494  0.209
C  0.7179  -1.2957  0.7202  -0.188
H  -0.0025  0.2521  3.4803  0.208
C  0.5350  -2.6012  0.0026  -0.638
H  -2.3855  0.3372  -1.7204  0.478
H  1.5495  0.4340  -2.7684  0.481
H  -0.2889  3.3282  -0.2564  0.474
O  0.9813  0.9210  -2.1503  -0.990
C  0.0539  0.4427  2.4070  -0.639
H  1.4397  -3.2081  0.0139  0.210

- ΔE to the lowest compared entry with this formula, charge and spin: 49.59 kJ/mol
- LUMO level: 0.7 eV
- SMILES: C/C=C/C.O.O.O

=====

A 4-piece molecular cluster, C4H14O3S overall, computed with ωB97M-V/def2-TZVPD.

Each line ends with the natural charge from an NBO analysis.
Geometry (Å):
H  -1.5436  -0.1523  0.9484  0.191
S  2.6152  -0.0158  -0.0935  0.092
O  -5.2691  0.4818  -0.2801  -0.720
H  -3.2457  -0.3483  -1.5273  0.205
C  -4.2871  -0.1005  0.4134  -0.031
H  -1.8258  -1.5531  -0.1280  0.189
C  -0.4176  -0.0796  -0.7524  -0.613
H  0.4947  -0.0380  -0.1768  0.202
C  -1.7196  -0.4564  -0.1013  -0.400
H  6.3018  0.9508  1.0109  0.475
H  -2.8628  1.1543  -0.7191  0.194
H  -6.1863  0.3934  0.1258  0.475
C  -3.0321  0.0642  -0.5553  -0.405
H  -0.5373  0.9487  -1.0259  0.197
H  4.6659  -0.0452  -0.0709  0.452
H  -4.4331  -1.2009  0.7326  0.143
H  -0.1929  -0.6399  -1.6278  0.197
O  5.5927  -0.2212  0.2760  -0.962
H  7.4863  0.2749  0.6372  0.453
H  5.4077  -1.0763  0.7175  0.473
H  -4.2345  0.4750  1.3552  0.149
O  7.2231  1.1846  0.8416  -0.955

- ΔE to the lowest compared entry with this formula, charge and spin: 632.05 kJ/mol
- LUMO level: -5.0 eV

=====

A 3-piece molecular cluster, C4H14O4 overall, computed with ωB97M-V/def2-TZVPD.

Each line ends with the natural charge from an NBO analysis.
Geometry (Å):
O  0.1908  0.5624  2.9315  -0.947
H  -2.3385  1.5807  -1.6119  0.161
H  3.3256  -2.7952  3.1169  0.459
H  -1.9929  2.4572  -0.1624  0.185
C  -1.6406  1.5302  -0.6933  -0.101
H  1.1761  -1.2221  -2.2816  0.169
H  -0.0678  -0.2342  3.3767  0.470
C  -0.1696  1.7971  -0.8991  -0.439
H  3.1922  -3.7923  2.1565  0.457
C  0.6253  0.9377  -2.0282  -0.438
H  0.1933  1.2296  -2.9610  0.206
H  0.0842  2.9429  -1.0902  0.223
H  0.3147  1.5873  0.1222  0.215
H  -0.5070  0.7886  2.3552  0.475
O  2.6054  -3.1345  2.4862  -0.916
O  -1.9496  0.4943  0.2323  -0.739
H  -1.2703  -0.2106  0.0958  0.489
H  1.7202  1.1031  -1.8548  0.224
C  0.5427  -0.5080  -1.6092  -0.070
H  -1.3012  -0.6435  -2.2803  0.469
O  -0.7757  -1.0257  -1.5255  -0.732
H  0.7571  -0.5057  -0.5974  0.181

- ΔE to the lowest compared entry with this formula, charge and spin: 182.53 kJ/mol
- LUMO level: 0.7 eV
- SMILES: OCCCCO.O.O

=====

A 3-piece molecular cluster, C4H14O4 overall, computed with ωB97M-V/def2-TZVPD.

Each line ends with the natural charge from an NBO analysis.
Geometry (Å):
O  2.1515  -0.3581  2.4973  -0.943
H  -1.3745  -1.1961  0.3515  0.204
C  -1.0840  1.0882  -0.5973  -0.456
O  -0.4569  0.8891  -2.9698  -0.735
H  -2.1633  1.4424  1.8724  0.457
H  -2.0749  0.6596  -0.6579  0.202
H  0.8932  0.6478  -1.4671  0.167
H  2.4987  -0.0501  3.3574  0.473
O  -1.2466  1.7057  1.7390  -0.726
H  0.4286  0.9301  1.0246  0.194
O  1.8046  -2.1468  -1.6736  -0.934
C  -0.9635  -0.6682  1.2089  -0.671
H  -0.8861  1.7487  -2.9401  0.460
H  -0.0556  -1.2512  1.4110  0.237
H  -1.4289  -0.7955  2.1863  0.227
H  1.7257  -2.2420  -2.6357  0.470
C  -0.6184  0.7769  0.8241  0.096
H  2.8645  -0.1766  1.8726  0.473
C  -0.1724  0.4553  -1.6139  -0.066
H  1.4759  -3.0046  -1.3782  0.467
H  -0.2398  -0.6204  -1.7112  0.187
H  -1.0778  2.1659  -0.7002  0.214

- ΔE to the lowest compared entry with this formula, charge and spin: 83.05 kJ/mol
- LUMO level: 0.6 eV
- SMILES: C[C@H](O)CCO.O.O

=====

A 4-piece molecular cluster, C4H14O4 overall, computed with ωB97M-V/def2-TZVPD.

Each line ends with the natural charge from an NBO analysis.
Geometry (Å):
C  0.0064  -0.6948  1.4154  -0.410
H  -2.2099  0.7999  -2.0712  0.475
O  1.9292  1.1879  -2.3346  -0.949
O  -0.0864  -0.7808  -2.6091  -0.976
O  -1.0003  1.4339  -0.1841  -0.587
C  -0.5927  1.6196  0.9407  0.478
H  -0.3667  -1.4514  -3.2337  0.474
H  -0.3885  -0.8745  0.4166  0.228
H  1.5891  1.9035  -1.7635  0.450
H  1.6488  -2.1709  0.9088  0.223
H  -0.9361  -0.7844  1.9732  0.203
C  1.0516  -1.7593  1.7300  -0.618
H  -1.0170  2.4449  1.5319  0.123
H  0.7130  -2.6572  2.2411  0.218
H  0.6268  1.0905  2.5885  0.211
H  1.2794  0.4908  -2.0567  0.492
H  1.5046  0.9252  1.1543  0.246
H  -2.4759  0.3724  -0.7263  0.487
O  -2.6268  0.0434  -1.6240  -0.940
H  1.8095  -1.3197  2.3887  0.200
C  0.5049  0.7462  1.5604  -0.514
H  -0.9629  -0.5652  -2.2465  0.487

- ΔE to the lowest compared entry with this formula, charge and spin: 61.09 kJ/mol
- LUMO level: 0.3 eV
- SMILES: CCCC=O.O.O.O

=====

A 2-piece molecular cluster, C4H14OSi2 overall, computed with ωB97M-V/def2-TZVPD.

Each line ends with the natural charge from an NBO analysis.
Geometry (Å):
H  1.5632  1.0398  -0.7806  -0.212
H  0.0617  -1.0883  -3.2902  0.232
H  0.0271  -2.1434  -0.2592  0.247
H  0.1087  2.7318  -1.5309  0.254
H  0.8275  -0.7979  3.5529  -0.343
C  -0.3649  -1.0832  -0.1727  -1.070
H  -2.2126  0.8421  4.1182  0.178
H  -2.4385  0.0315  2.6824  0.166
O  -0.6653  1.1130  3.0064  -0.875
H  1.5569  -1.3569  -2.3903  0.243
Si  0.8875  0.6066  3.0671  0.958
H  -1.2218  1.8558  -2.5627  0.238
H  -1.2589  2.0185  -0.8285  0.235
C  0.8266  -0.6039  -2.7905  -1.121
H  -1.3879  -0.6950  3.8421  0.182
Si  0.3163  0.3581  -1.3366  1.381
H  1.3269  0.0357  -3.5128  0.237
H  -0.3489  -0.7548  0.8540  0.207
C  -1.6207  0.2842  3.4383  -0.264
C  -0.6212  1.9376  -1.6309  -1.101
H  -1.4559  -1.1672  -0.4635  0.228

- ΔE to the lowest compared entry with this formula, charge and spin: 391.23 kJ/mol
- LUMO level: -0.1 eV

=====

A 2-piece molecular cluster, C4H14Si2 overall, computed with ωB97M-V/def2-TZVPD.

Each line ends with the natural charge from an NBO analysis.
Geometry (Å):
H  -1.9869  -0.5941  -0.9810  0.241
H  2.6484  -0.3842  -1.8532  0.217
C  0.9268  -1.4573  -1.0900  -0.581
H  -3.3182  0.5139  -0.6964  0.244
H  -1.9202  1.0264  -1.6609  0.241
H  2.6913  -1.0519  -0.0653  0.202
H  -0.0828  0.5801  3.5186  -0.130
C  2.1220  -0.4850  -0.8943  -0.473
H  2.2691  1.3899  0.3792  0.193
C  -2.2502  0.4356  -0.7556  -1.117
H  0.0233  -0.9694  2.1231  -0.136
H  0.6090  -1.3055  -2.1148  0.197
C  1.6625  0.8599  -0.3742  -0.387
H  -1.7250  2.6524  0.5627  -0.155
Si  -1.2202  1.2173  0.5952  0.654
H  1.2452  -2.3739  -0.8303  0.203
H  1.1505  1.5342  -1.0886  0.179
H  0.2059  -1.1801  -0.4460  0.199
H  -2.1185  -0.4900  3.1617  -0.141
Si  -0.9319  0.0818  2.5101  0.350

- ΔE to the lowest compared entry with this formula, charge and spin: 287.03 kJ/mol
- LUMO level (spin up / spin down): 0.2 / -0.3 eV

=====

C4H15AgN6O4 as an isolated structure, computed with ωB97M-V/def2-TZVPD.

Each line ends with the natural charge from an NBO analysis.
Geometry (Å):
O  2.5528  -0.8613  0.9957  -0.773
H  -3.4209  0.8414  -2.8498  0.394
H  4.9142  -1.1640  1.6713  0.407
O  -2.5104  -0.7394  1.4454  -0.664
H  5.2273  0.5431  1.9428  0.391
Ag  0.8791  -0.2945  -1.0277  0.900
H  -0.3582  3.2841  -0.9661  0.134
N  2.9292  1.3391  1.4026  -0.845
H  -1.4269  1.9966  -0.1880  0.104
H  -2.0606  -3.2307  1.8394  0.394
H  -3.2764  -0.9963  -4.1491  0.394
C  -2.0763  -0.6311  -2.5313  0.792
H  -0.2984  0.3747  1.2572  0.439
H  3.5167  2.0511  1.7943  0.378
O  0.6109  1.9144  0.2105  -1.026
C  -1.4254  -1.2922  1.4480  0.784
H  2.0201  1.6143  0.9819  0.472
N  -1.2864  -2.6604  1.5556  -0.867
C  3.3304  0.0525  1.3233  0.783
O  -1.1969  -1.0785  -1.7836  -0.757
H  -2.4405  -2.3866  -3.4450  0.415
N  4.6178  -0.2068  1.6819  -0.838
N  -2.5757  0.6147  -2.3630  -0.823
N  -2.7230  -1.4248  -3.4322  -0.837
N  -0.2318  -0.6373  1.3626  -0.920
H  -0.8197  3.3615  0.6906  0.140
H  -2.1467  1.1362  -1.6142  0.430
H  0.6874  -0.9822  1.5957  0.429
H  -0.4826  -3.1715  1.2421  0.386
C  -0.5290  2.6339  -0.0909  -0.214

- LUMO level: 0.0 eV

=====

A 3-piece molecular cluster, C4H15B3BrNO5S2 overall, computed with ωB97M-V/def2-TZVPD.

Each line ends with the natural charge from an NBO analysis.
Geometry (Å):
B  1.6992  0.7966  -2.3606  0.972
H  -3.8313  -4.8536  -1.0026  0.245
N  -0.7697  -1.5382  -1.2683  -1.135
C  0.4326  6.5187  1.0638  -0.831
O  -1.8829  -3.3938  0.5782  -1.000
H  3.2140  -1.0206  -0.0471  -0.105
C  -2.0485  -5.5350  2.1111  -0.830
H  0.7739  7.5097  0.7646  0.224
H  2.9758  5.3701  1.3352  0.229
S  1.0629  5.2924  -0.0885  1.259
O  1.7207  -1.7761  -1.5390  -0.900
H  -0.6532  6.4740  1.0205  0.240
O  2.8626  0.2522  -1.8678  -0.897
O  0.6207  -0.0093  -2.6356  -0.891
H  -2.8334  -5.0193  2.6635  0.233
O  0.7081  3.9662  0.4744  -0.986
H  -4.3374  -4.7440  0.7043  0.233
C  2.8011  5.5567  0.2759  -0.834
H  3.3651  4.8486  -0.3276  0.246
C  -3.6694  -5.2401  0.0010  -0.831
B  0.4929  -1.1366  -1.8163  1.261
H  -2.2421  -6.6065  2.0661  0.229
H  0.7768  6.2747  2.0683  0.229
H  3.0787  6.5763  0.0086  0.224
B  2.6651  -0.8858  -1.0945  0.996
H  -0.8173  -2.5486  -1.1958  0.402
S  -1.9711  -4.8734  0.4457  1.254
H  -1.0827  -5.3539  2.5770  0.243
H  -3.8215  -6.3192  0.0118  0.228
H  -0.8497  -1.2567  -0.2967  0.411
Br  1.5599  2.6746  -2.6298  -0.118

- LUMO level: 0.6 eV

=====

C4H15CuNO11S2 as an isolated structure, computed with ωB97M-V/def2-TZVPD.

Each line ends with the natural charge from an NBO analysis.
Geometry (Å):
C  -1.3265  1.0437  1.2512  -0.646
S  2.6066  -3.2694  -1.3830  2.587
H  -2.4051  1.0775  1.4158  0.191
H  -2.6077  -2.1764  -0.7597  0.498
H  2.6449  -1.8507  3.2670  0.425
C  -0.7787  4.9349  -1.7983  -0.246
H  -0.4009  5.1471  -2.7953  0.189
O  3.3550  -3.1061  -2.6882  -1.186
H  1.9326  -1.7266  1.9118  0.518
H  -1.7078  -1.6045  -1.8527  0.473
O  -0.9273  -4.0501  0.6234  -1.106
S  -0.1780  -3.5026  1.7683  2.589
C  -1.0387  1.5740  -0.1774  -0.074
O  3.4347  -4.0540  -0.4490  -1.072
H  -0.3322  5.4392  -0.9373  0.168
O  0.9822  -4.3810  1.8127  -1.080
H  -1.0523  -0.0156  1.2926  0.305
H  -2.0915  3.4157  0.0740  0.143
H  0.7199  1.9057  -1.0906  0.347
O  1.3586  -3.9140  -1.7448  -1.092
H  -0.4174  3.5866  0.3233  0.148
H  -1.7955  5.3526  -1.7359  0.145
O  -0.9016  -3.5835  3.0510  -1.128
N  0.4378  1.3013  -0.3217  -0.819
O  -1.8590  -1.5894  -0.9006  -0.967
O  2.8258  -1.8214  2.3246  -0.972
O  -0.9131  3.5335  -1.7022  -0.542
Cu  0.2871  -1.1890  -0.5361  0.892
O  0.2854  -2.1129  1.5093  -1.202
O  2.4189  -1.8881  -0.8817  -1.167
H  -1.7018  1.1730  -0.9424  0.210
H  0.9430  1.7392  0.4418  0.352
C  -1.1275  3.1052  -0.3576  -0.079
H  -0.6697  1.5061  1.9879  0.197

- Total charge: -3
- ΔE to the lowest compared entry with this formula, charge and spin: 449.81 kJ/mol
- LUMO level: 5.3 eV

=====

Per-record max |F|, eV Å⁻¹: 5.440; 2.719; 0.837; 5.162; 3.463; 1.767; 1.907; 5.319; 4.648; 1.347; 1.076; 4.572
Per-record E, a.u.: -1107.57709; -386.45646; -386.50789; -784.46214; -461.68675; -461.72464; -461.73300; -814.94995; -739.60424; -937.94653; -4037.56994; -3480.44874